No. 1
11
Properties=species:S:1:pos:R:3:forces:R:3 method="wB97M-V/def2-TZVPD" homo_lumo_gap_ev=8.38 energy_ha=-1023.93132 multiplicity=1 smiles="O=C(F)[C@H](I)/C=C(/F)I"
C 0.697 -0.414 0.335 -1.6 0.5 1.5
C -0.452 0.447 0.810 -0.7 -1.0 -0.9
C 1.382 -0.030 -0.925 1.7 -0.8 0.8
C -1.641 0.589 0.253 -0.2 -0.2 -2.4
O 1.160 0.419 -1.974 -1.0 0.4 -0.7
F 2.690 -0.329 -0.595 0.6 0.0 -0.7
F -2.532 1.429 0.746 -0.3 0.0 0.4
I 0.057 -2.610 0.156 0.8 1.4 0.3
I -2.336 -0.165 -1.654 0.4 0.4 1.2
H 1.500 -0.244 1.077 -0.7 -1.1 -0.2
H -0.526 0.908 1.771 1.0 0.2 0.8

No. 2
73
Properties=species:S:1:pos:R:3:forces:R:3 method="wB97M-V/def2-TZVPD" homo_lumo_gap_ev=8.95 energy_ha=-2662.68499 charge=+1 multiplicity=1
C -3.173 -2.671 0.503 0.5 0.2 -0.5
Si -1.465 -1.970 0.775 -0.4 -1.2 1.0
C -1.288 -1.360 2.541 0.4 0.1 -0.4
C -0.218 -3.357 0.562 0.1 1.1 -0.3
N -1.117 -0.658 -0.459 -0.1 0.0 -0.3
C -0.496 -0.804 -1.686 0.4 0.0 -0.2
C -0.008 -2.023 -2.390 -0.6 -0.1 0.5
S -1.413 -2.986 -2.992 -0.2 0.5 -0.6
O -2.525 -2.080 -3.041 -0.1 0.0 0.3
O -0.996 -3.685 -4.161 0.2 -0.3 0.1
N -0.361 0.333 -2.291 -0.3 0.3 0.1
N -0.933 1.242 -1.461 -0.2 -0.1 -0.2
C -0.937 2.651 -1.851 0.4 0.1 -0.3
C 0.480 3.284 -1.912 -0.2 -0.3 0.5
C 1.571 2.464 -1.218 0.1 0.5 0.0
S 2.627 1.627 -2.400 0.2 0.4 -0.7
O 1.938 1.475 -3.641 -0.2 -0.1 0.1
O 3.901 2.257 -2.398 0.0 -0.3 0.4
O 2.801 0.202 -1.733 0.4 -0.2 0.4
C -1.421 0.658 -0.384 0.3 -0.3 0.5
C -2.172 1.346 0.693 -0.9 0.7 -1.0
C -3.560 1.830 0.140 0.4 -0.2 0.0
C -3.913 3.236 0.600 -0.4 -0.1 -0.1
F -5.284 3.326 0.768 0.1 0.0 0.0
H -3.442 -3.239 1.391 -0.1 0.1 0.2
H -3.133 -3.386 -0.318 -0.1 0.0 -0.1
H -3.933 -1.935 0.256 -0.2 0.0 0.1
H -1.102 -0.302 2.686 -0.1 0.1 0.2
H -0.432 -1.872 2.979 0.1 0.0 0.0
H -2.162 -1.686 3.100 -0.2 0.2 0.1
H 0.745 -2.936 0.265 0.2 -0.2 0.0
H -0.515 -4.113 -0.156 0.1 -0.2 0.0
H -0.054 -3.783 1.547 -0.2 -0.3 0.1
H 0.680 -2.646 -1.824 0.0 -0.1 0.0
H 0.470 -1.694 -3.310 0.1 0.0 -0.1
H -1.658 -3.876 -2.000 0.1 -0.1 0.0
H -1.556 3.191 -1.145 -0.1 -0.1 0.1
H -1.400 2.701 -2.831 -0.1 0.0 0.0
H 0.431 4.243 -1.405 -0.1 0.2 -0.1
H 0.761 3.459 -2.944 0.0 0.0 -0.1
H 2.252 3.120 -0.684 0.1 0.0 0.0
H 1.190 1.760 -0.482 0.0 -0.2 0.0
H 1.942 -0.236 -1.669 0.0 -0.1 -0.2
H -1.601 2.227 0.982 0.2 -0.1 0.4
H -2.388 0.698 1.527 0.4 0.0 0.3
H -4.319 1.128 0.474 -0.2 0.1 0.1
H -3.572 1.785 -0.947 0.0 0.0 -0.1
H -3.439 3.496 1.546 0.0 0.0 0.1
H -3.650 3.968 -0.164 0.2 0.1 0.1
C 0.864 4.073 5.665 0.0 0.0 0.0
C -0.381 3.708 5.173 0.0 0.0 0.0
C -0.497 3.225 3.878 0.0 0.0 -0.1
C 0.632 3.101 3.080 0.0 0.0 0.0
C 1.877 3.464 3.572 0.0 0.0 0.0
C 1.992 3.952 4.865 0.0 0.0 0.0
H 0.955 4.452 6.674 0.0 0.0 0.0
H -1.260 3.802 5.798 0.0 0.0 0.0
H -1.472 2.946 3.492 0.0 0.0 0.0
H 0.543 2.722 2.066 0.0 0.0 0.0
H 2.758 3.368 2.950 0.0 0.0 0.0
H 2.961 4.240 5.250 0.0 0.0 0.0
C 3.569 -4.733 -0.723 0.0 0.0 0.1
C 4.287 -3.575 -0.994 -0.1 -0.1 0.1
C 3.960 -2.799 -2.097 -0.1 0.1 -0.1
C 2.908 -3.175 -2.924 0.2 0.0 0.0
C 2.186 -4.331 -2.651 0.1 -0.1 0.0
C 2.520 -5.111 -1.551 0.0 0.0 0.0
H 3.829 -5.342 0.132 0.0 0.0 0.0
H 5.101 -3.278 -0.346 0.0 0.0 0.0
H 4.519 -1.899 -2.314 0.0 0.0 0.0
H 2.656 -2.568 -3.786 0.1 0.0 0.0
H 1.372 -4.629 -3.301 0.0 0.0 -0.1
H 1.967 -6.019 -1.344 0.0 0.0 0.0

No. 3
14
Properties=species:S:1:pos:R:3:forces:R:3 method="wB97M-V/def2-TZVPD" homo_lumo_gap_ev=10.55 energy_ha=-511.11941 multiplicity=1 smiles="N[C@@H]1C(=O)O[C@H]1C(=O)O"
C -1.010 -1.170 -0.153 1.5 3.2 0.5
C 1.900 0.264 -0.017 -0.3 -0.9 0.3
C -0.680 0.341 -0.442 -0.2 -1.0 1.2
C 0.516 0.034 0.540 -1.1 -0.3 -2.0
N -1.623 1.336 0.000 1.0 -0.7 1.1
O 2.579 -0.880 -0.333 1.1 2.4 -0.6
O -1.893 -1.885 -0.349 -1.9 -2.1 -0.5
O 2.309 1.372 -0.199 0.3 -0.6 -0.1
O 0.077 -1.319 0.668 0.8 -1.7 -0.1
H -0.228 0.388 -1.385 -0.1 0.9 -1.8
H 0.270 0.478 1.425 0.3 1.7 2.5
H -2.358 1.743 -0.533 0.0 -0.2 -1.1
H 2.173 -1.689 -0.081 -1.1 -1.0 0.6
H -2.031 0.987 0.859 -0.1 0.3 0.0

No. 4
16
Properties=species:S:1:pos:R:3:forces:R:3 method="wB97M-V/def2-TZVPD" homo_lumo_gap_ev=9.09 energy_ha=-305.01193 charge=+1 multiplicity=1
C 0.881 0.177 -0.977 0.9 0.4 -0.4
C -0.505 -0.445 -1.439 1.5 0.8 1.2
C -0.969 -1.182 -2.600 -1.0 0.0 -1.8
C 0.214 0.233 2.520 1.1 -1.3 2.1
C 0.525 1.136 1.304 1.7 0.9 2.8
N -1.032 -0.034 -0.309 -0.5 -1.3 -1.7
N 0.294 0.486 0.094 -0.6 0.0 -0.4
H 1.911 0.488 -1.222 -0.5 -0.6 -0.2
H -1.443 -0.437 -3.353 0.4 -1.3 1.3
H -1.654 -1.903 -2.179 -1.1 0.1 -0.2
H -0.335 -1.873 -3.229 0.4 1.3 1.1
H -0.850 -0.157 2.595 1.4 0.6 -0.3
H 0.951 -0.629 2.432 -1.2 0.7 0.2
H 0.503 0.694 3.594 -0.8 -0.5 -2.8
H 1.621 1.441 1.357 -1.4 -0.2 -0.3
H -0.110 2.004 1.413 -0.2 0.5 -0.6

No. 5
20
Properties=species:S:1:pos:R:3:forces:R:3 method="wB97M-V/def2-TZVPD" homo_lumo_gap_ev="7.45 / 7.16" energy_ha=-800.41652 multiplicity=1
C -1.848 0.236 -0.085 -2.2 -0.4 0.5
C 0.303 1.560 -1.580 1.6 -0.2 -0.5
C 1.311 0.709 0.576 0.9 -2.4 -2.1
C -1.468 -0.572 1.036 0.2 -0.9 -1.3
C 0.524 0.371 -0.685 0.6 2.3 -0.4
N -1.454 -1.941 0.998 0.0 1.0 -1.0
O -2.226 -0.484 -1.221 -1.8 -0.7 -0.7
O -2.230 1.394 0.034 0.5 0.6 0.0
S 0.769 -1.071 -1.528 0.1 -1.4 0.8
H 1.094 2.299 -1.406 0.0 0.0 0.1
H -0.550 1.928 -1.100 -1.9 1.5 -0.1
H 0.241 1.466 -2.695 -0.4 -0.5 1.2
H 1.191 -0.085 1.258 -0.1 -0.9 1.2
H 2.372 0.687 0.325 0.3 0.0 -0.2
H 1.176 1.608 1.050 -1.1 2.3 0.8
H -1.232 -0.071 1.926 0.3 0.5 1.1
H -1.121 -2.555 1.714 0.2 0.2 0.3
H -1.521 -2.310 0.063 -0.3 -0.3 0.0
H -3.224 -0.366 -1.449 2.7 0.3 0.9
H 0.436 -1.689 -0.362 0.5 -0.9 -0.6

No. 6
44
Properties=species:S:1:pos:R:3:forces:R:3 method="wB97M-V/def2-TZVPD" homo_lumo_gap_ev=11.37 energy_ha=-997.16084 multiplicity=1
C 1.919 -1.981 1.243 0.0 0.3 -0.3
C 1.370 -1.832 -0.174 -0.2 -0.2 -0.1
H 2.538 -1.119 1.501 0.0 0.0 0.0
H 2.550 -2.867 1.313 -0.1 -0.1 0.2
H 1.113 -2.018 1.973 0.1 -0.1 0.1
H 2.142 -1.975 -0.932 0.0 0.1 0.0
H 0.600 -2.572 -0.405 0.1 -0.1 0.1
H 0.910 -0.857 -0.354 0.1 0.1 0.1
H -2.305 -0.330 -1.604 0.0 -0.1 -0.2
H -2.792 -1.593 -2.402 0.1 0.0 0.1
O -2.106 -1.307 -1.786 -0.2 0.2 0.1
H 0.597 0.912 2.910 -0.1 -0.1 0.1
H -0.431 -0.134 3.505 0.3 0.1 -0.1
O -0.242 0.818 3.393 -0.1 0.1 0.0
H -2.529 1.321 -0.359 0.1 0.2 -0.1
H -1.926 1.735 -1.759 -0.1 0.0 0.3
O -2.617 1.191 -1.319 0.0 -0.1 -0.2
H -0.788 -2.679 3.560 -0.1 -0.1 -0.2
H -1.454 -1.939 2.332 0.1 -0.4 0.2
O -1.050 -1.823 3.215 -0.1 0.3 0.0
H -0.483 -1.356 -2.516 0.0 -0.1 -0.3
H 0.201 -1.664 -3.895 -0.2 0.0 0.0
O 0.371 -1.370 -2.997 0.2 0.1 0.0
H 2.417 2.516 1.934 0.0 0.0 0.1
H 1.139 2.191 1.111 0.1 0.1 0.2
O 1.933 1.777 1.552 -0.1 -0.1 -0.1
H 2.797 1.245 0.078 0.2 -0.1 -0.1
H 3.544 0.050 -0.550 0.0 0.1 -0.1
O 3.277 0.958 -0.732 0.0 0.0 0.2
H -0.938 2.315 0.803 0.0 0.0 0.0
H -0.227 2.931 -0.417 0.0 0.1 0.2
O -0.236 2.941 0.564 0.1 -0.1 -0.3
H 1.200 0.234 -2.967 0.2 0.0 0.2
H 2.249 1.129 -2.177 -0.2 -0.3 -0.1
O 1.560 1.141 -2.878 0.0 0.1 -0.1
H -3.375 -2.277 0.904 0.0 0.0 -0.1
H -2.247 -1.801 -0.081 -0.2 -0.4 0.0
O -2.431 -2.117 0.832 0.2 0.3 0.1
H -2.192 0.048 1.338 -0.1 0.0 0.0
H -1.487 1.076 2.230 -0.1 0.0 -0.1
O -2.084 1.005 1.436 0.0 -0.2 0.3
H 0.372 2.062 -2.460 -0.2 0.1 0.0
H -0.440 3.377 -2.786 0.0 0.0 0.0
O -0.418 2.635 -2.176 0.1 -0.1 -0.2

No. 7
27
Properties=species:S:1:pos:R:3:forces:R:3 method="wB97M-V/def2-TZVPD" homo_lumo_gap_ev=9.60 energy_ha=-611.24694 multiplicity=1 smiles="O=c1cc[nH]c(=O)[nH]1.C1CCCC1"
C -5.612 0.090 0.532 -2.2 -0.4 -1.3
C -5.000 1.382 0.112 1.9 2.7 -0.9
C -3.797 1.364 -0.616 -2.9 -2.4 3.3
C -3.725 -1.103 -0.635 -0.3 -0.1 3.6
C 3.680 -1.095 0.906 0.8 -3.3 -1.5
C 2.427 -0.303 0.896 -0.9 1.4 3.5
C 2.858 1.000 0.043 -4.1 1.2 4.6
C 4.139 0.739 -0.491 5.6 0.9 -1.2
C 4.083 -0.742 -0.469 4.4 -3.0 -3.6
H -5.223 -1.890 0.344 -1.5 -2.1 0.7
H -5.325 2.468 0.353 -0.2 -2.5 -0.2
H -3.099 2.118 -0.841 -0.1 1.5 -0.3
H -2.173 0.142 -1.078 -2.3 -0.1 0.3
H 4.505 -0.677 1.477 -0.3 -0.2 0.9
H 3.712 -2.276 0.901 -0.6 2.3 0.8
H 2.286 0.128 1.943 -0.5 -0.9 -1.1
H 1.516 -0.925 0.637 1.1 1.1 -0.2
H 2.778 1.880 0.778 0.0 -1.0 -1.4
H 2.046 1.034 -0.639 -0.3 0.8 -1.3
H 5.181 1.182 -0.033 -2.8 -1.1 0.0
H 4.268 1.191 -1.450 -0.2 -0.1 -1.1
H 4.971 -1.407 -0.889 -0.5 1.8 1.3
H 3.482 -1.086 -1.294 -1.7 0.0 0.1
N -4.842 -1.016 0.216 2.0 1.3 -1.7
N -3.201 0.149 -0.770 4.2 -0.3 -2.8
O -6.763 -0.182 0.895 1.5 1.6 0.4
O -3.173 -2.165 -0.827 -0.2 0.7 -1.0

No. 8
14
Properties=species:S:1:pos:R:3:forces:R:3 method="wB97M-V/def2-TZVPD" homo_lumo_gap_ev="4.53 / 3.82" energy_ha=-1641.30415 multiplicity=2
O -4.090 -0.482 -0.314 0.7 1.7 -0.6
C -3.520 -1.379 -0.843 -1.1 -3.5 1.3
O -3.287 -2.502 -1.055 0.6 2.7 -0.6
Y -3.252 2.014 -0.230 2.7 -3.3 -2.5
N -0.039 -0.637 -2.850 -0.3 0.6 1.0
S -0.166 0.187 -1.427 2.9 -0.4 -1.6
O 0.779 1.368 -1.459 -2.1 -0.8 0.4
O -1.730 0.677 -1.484 -3.2 3.0 2.1
S -0.264 0.250 -4.211 -1.3 -0.8 -0.7
O -1.348 -0.384 -5.061 1.2 0.8 1.0
C 1.282 -0.302 -5.108 -0.4 -0.1 0.4
F 2.368 0.072 -4.436 0.3 0.1 0.1
F 1.322 -1.618 -5.284 0.0 -0.2 0.0
F 1.314 0.278 -6.310 0.0 0.2 -0.3